# 1
{
  "formula": "C48H111Cl12N6O18P3",
  "method": "ωB97M-V with the def2-TZVPD basis set",
  "species": ["C", "O", "N", "C", "C", "H", "H", "H", "H", "H", "H", "H", "C", "O", "N", "C", "C", "H", "H", "H", "H", "H", "H", "H", "C", "O", "N", "C", "C", "H", "H", "H", "H", "H", "H", "H", "C", "O", "N", "C", "C", "H", "H", "H", "H", "H", "H", "H", "C", "O", "N", "C", "C", "H", "H", "H", "H", "H", "H", "H", "C", "O", "N", "C", "C", "H", "H", "H", "H", "H", "H", "H", "Cl", "C", "C", "Cl", "H", "H", "H", "H", "Cl", "C", "C", "Cl", "H", "H", "H", "H", "Cl", "C", "C", "Cl", "H", "H", "H", "H", "Cl", "C", "C", "Cl", "H", "H", "H", "H", "Cl", "C", "C", "Cl", "H", "H", "H", "H", "Cl", "C", "C", "Cl", "H", "H", "H", "H", "C", "C", "O", "P", "O", "O", "C", "C", "O", "C", "C", "H", "H", "H", "H", "H", "H", "H", "H", "H", "H", "H", "H", "H", "H", "H", "C", "C", "O", "P", "O", "O", "C", "C", "O", "C", "C", "H", "H", "H", "H", "H", "H", "H", "H", "H", "H", "H", "H", "H", "H", "H", "C", "C", "O", "P", "O", "O", "C", "C", "O", "C", "C", "H", "H", "H", "H", "H", "H", "H", "H", "H", "H", "H", "H", "H", "H", "H"],
  "positions_angstrom": [[3.626, -3.677, -2.428], [4.637, -3.908, -1.787], [2.632, -4.552, -2.678], [2.704, -5.968, -2.327], [1.410, -4.153, -3.359], [3.299, -2.693, -2.800], [2.002, -6.166, -1.516], [3.706, -6.169, -1.954], [2.464, -6.561, -3.207], [0.548, -4.373, -2.724], [1.412, -3.098, -3.623], [1.286, -4.727, -4.279], [5.922, 5.613, -2.015], [6.116, 5.712, -3.211], [6.573, 4.747, -1.214], [6.144, 4.471, 0.153], [7.467, 3.754, -1.756], [5.156, 6.175, -1.461], [5.422, 5.224, 0.477], [7.041, 4.509, 0.768], [5.594, 3.536, 0.236], [7.803, 3.941, -2.773], [8.369, 3.710, -1.139], [7.107, 2.720, -1.779], [2.360, -2.466, -5.854], [1.529, -3.277, -5.496], [2.225, -1.130, -5.722], [3.233, -0.229, -6.273], [1.089, -0.488, -5.127], [3.368, -2.757, -6.188], [4.142, -0.828, -6.360], [3.346, 0.628, -5.612], [3.084, 0.147, -7.290], [1.387, -0.130, -4.130], [0.781, 0.419, -5.650], [0.217, -1.117, -4.991], [4.162, 0.131, -4.405], [4.460, -1.046, -4.312], [5.018, 1.129, -4.698], [6.438, 0.889, -4.881], [4.571, 2.508, -4.754], [3.105, 0.450, -4.375], [6.590, -0.187, -4.916], [7.070, 1.305, -4.094], [6.789, 1.334, -5.813], [4.297, 2.875, -5.745], [3.642, 2.590, -4.173], [5.211, 3.202, -4.208], [-3.070, 4.033, -3.097], [-2.531, 2.983, -3.404], [-3.901, 4.708, -3.907], [-4.518, 5.963, -3.510], [-4.366, 4.280, -5.199], [-2.801, 4.603, -2.195], [-4.030, 6.340, -2.608], [-5.605, 5.932, -3.474], [-4.268, 6.770, -4.210], [-4.141, 3.233, -5.416], [-5.445, 4.323, -5.354], [-3.852, 4.836, -5.988], [3.098, 5.561, 2.528], [2.289, 4.938, 1.867], [3.228, 6.903, 2.588], [4.160, 7.556, 3.473], [2.436, 7.736, 1.691], [3.735, 5.063, 3.279], [4.728, 6.921, 4.147], [3.659, 8.313, 4.080], [4.880, 8.084, 2.836], [1.770, 7.136, 1.083], [1.855, 8.434, 2.299], [3.164, 8.270, 1.073], [-2.162, 6.943, 2.836], [-0.771, 6.340, 1.866], [-0.937, 4.910, 1.472], [-2.310, 4.557, 0.368], [0.090, 6.422, 2.529], [-0.604, 7.050, 1.060], [-1.157, 4.282, 2.331], [-0.039, 4.510, 1.003], [2.758, 7.374, -6.999], [2.850, 7.071, -5.259], [2.095, 5.826, -4.851], [2.218, 5.605, -3.060], [2.387, 7.909, -4.737], [3.889, 7.005, -4.949], [2.579, 4.943, -5.268], [1.057, 5.764, -5.164], [5.610, -1.391, 2.134], [5.940, -1.701, 0.422], [4.985, -1.045, -0.550], [5.199, 0.732, -0.557], [5.903, -2.784, 0.287], [7.003, -1.539, 0.243], [3.936, -1.252, -0.354], [5.171, -1.318, -1.587], [-2.199, -0.467, -6.078], [-2.417, -0.427, -4.306], [-2.624, -1.800, -3.664], [-3.685, -2.871, -4.573], [-3.309, 0.184, -4.181], [-1.581, 0.050, -3.798], [-3.060, -1.677, -2.676], [-1.622, -2.202, -3.501], [-4.048, -2.799, -0.484], [-4.587, -3.557, 1.017], [-5.895, -4.314, 0.836], [-5.715, -5.627, -0.369], [-4.623, -2.829, 1.826], [-3.845, -4.281, 1.361], [-6.670, -3.648, 0.459], [-6.251, -4.735, 1.774], [1.363, -1.014, 4.305], [0.500, -0.058, 3.101], [1.369, 0.836, 2.240], [2.389, 1.958, 3.140], [-0.219, 0.571, 3.624], [-0.117, -0.647, 2.427], [0.797, 1.438, 1.535], [2.080, 0.284, 1.625], [2.151, 3.033, -1.047], [1.866, 1.586, -1.351], [0.505, 1.224, -1.085], [0.029, -0.243, -1.531], [0.513, -0.829, -2.790], [-1.534, -0.225, -1.343], [-2.278, 0.578, -0.456], [-3.666, 0.735, -1.007], [0.475, -1.118, -0.258], [0.101, -2.486, -0.240], [-0.514, -2.914, 1.091], [3.107, 3.452, -1.342], [1.335, 3.622, -1.471], [2.041, 3.190, 0.031], [2.082, 1.318, -2.390], [2.516, 0.921, -0.776], [-2.467, 0.128, 0.532], [-1.885, 1.541, -0.124], [-3.563, 1.319, -1.927], [-4.061, -0.262, -1.184], [-4.325, 1.298, -0.346], [-0.605, -2.789, -1.015], [0.980, -3.131, -0.331], [0.144, -2.739, 1.946], [-1.474, -2.437, 1.303], [-0.676, -3.995, 1.075], [-7.342, -1.114, 2.384], [-6.652, -0.046, 3.222], [-5.289, 0.092, 2.851], [-4.069, -0.079, 3.824], [-2.745, -0.198, 3.203], [-4.242, 1.154, 4.831], [-4.300, 2.489, 4.334], [-2.913, 2.965, 3.949], [-4.430, -1.316, 4.758], [-3.652, -2.501, 4.655], [-3.725, -3.304, 5.942], [-8.357, -1.311, 2.730], [-7.319, -0.844, 1.329], [-6.864, -2.096, 2.448], [-7.205, 0.869, 2.994], [-6.759, -0.193, 4.297], [-4.918, 2.472, 3.429], [-4.728, 3.152, 5.081], [-2.350, 3.172, 4.863], [-2.292, 2.330, 3.318], [-2.953, 3.913, 3.403], [-4.051, -3.099, 3.835], [-2.592, -2.294, 4.489], [-3.502, -2.745, 6.850], [-4.722, -3.742, 6.025], [-3.051, -4.157, 5.931], [-2.303, -10.413, 3.588], [-2.116, -9.160, 4.441], [-2.856, -8.083, 3.895], [-2.711, -6.560, 4.387], [-3.580, -5.656, 3.629], [-3.013, -6.676, 5.958], [-4.392, -6.779, 6.369], [-4.424, -7.506, 7.689], [-1.152, -6.297, 4.255], [-0.638, -4.946, 4.310], [0.883, -5.087, 4.473], [-1.937, -11.310, 4.079], [-3.383, -10.489, 3.413], [-1.918, -10.338, 2.571], [-2.452, -9.362, 5.459], [-1.045, -8.940, 4.425], [-4.788, -5.777, 6.527], [-4.995, -7.249, 5.593], [-4.076, -8.535, 7.577], [-3.956, -6.965, 8.508], [-5.449, -7.668, 8.044], [-0.888, -4.468, 3.361], [-1.053, -4.319, 5.100], [1.352, -4.205, 4.032], [1.126, -5.157, 5.529], [1.238, -5.921, 3.873]],
  "mulliken_charge": [0.566, -0.719, 0.150, -1.109, -0.068, 0.170, 0.306, 0.367, 0.313, 0.372, -0.809, 0.515, 0.160, -0.607, 0.104, -0.693, -0.881, 0.331, 0.112, 0.383, 0.196, 0.354, 0.396, 0.135, 0.008, -0.599, 0.482, -1.279, -1.113, 0.303, 0.442, 0.601, 0.269, 0.548, 0.302, 0.386, 0.185, -0.777, 0.560, -1.029, -0.756, 0.076, 0.323, 0.185, 0.368, 0.279, -0.010, 0.379, 0.694, -0.634, 0.114, -0.943, -0.989, -0.056, 0.243, 0.322, 0.365, 0.246, 0.357, 0.320, -0.030, -0.477, 0.281, -0.914, -0.901, 0.347, 0.300, 0.317, 0.333, 0.100, 0.327, 0.397, -0.221, -0.249, 0.937, -0.206, 0.002, 0.401, -0.129, -0.584, -0.213, -0.260, -0.410, -0.053, 0.312, 0.179, 0.016, 0.444, -0.206, -0.645, 0.038, 0.052, 0.344, 0.393, -0.080, 0.161, -0.201, 0.183, 1.880, -0.219, 0.446, -0.439, -0.959, -0.517, -0.062, 0.668, -0.541, -0.203, -0.911, 0.188, 0.341, 0.423, -0.213, 0.816, 0.637, -0.263, 0.145, -0.497, -0.306, -0.231, -0.698, 1.937, 0.042, -1.013, 0.369, 0.435, 1.136, -1.133, -0.322, 0.138, -1.193, 0.355, 0.177, -0.245, -1.281, -0.254, -0.226, -0.044, -0.151, 0.109, 0.372, 0.041, 0.125, 0.102, 0.169, 0.589, -0.969, -0.443, 0.123, -0.306, 0.573, -0.443, -0.537, -0.313, -0.511, 0.905, -1.469, 0.439, 0.320, 0.028, 0.298, 0.452, 0.244, 0.390, 0.296, -0.174, 0.251, -0.116, 0.012, 0.395, 0.326, 0.234, -1.345, 0.084, -0.272, 0.554, -0.317, -0.301, 0.240, -1.414, -0.314, 0.656, -1.384, 0.377, 0.323, 0.341, 0.151, 0.207, -0.009, 0.400, 0.324, 0.303, 0.421, -0.107, 0.019, 0.308, 0.352, 0.379],
  "spin_multiplicity": 1,
  "energy_ha": -10124.9564
}

---

# 2
{
  "formula": "C4H13NO2S",
  "method": "ωB97M-V with the def2-TZVPD basis set",
  "species": ["C", "C", "C", "S", "N", "C", "O", "H", "H", "H", "H", "H", "H", "H", "H", "H", "H", "H", "O", "H", "H"],
  "positions_angstrom": [[-0.563, 1.000, -1.031], [0.667, 0.841, -0.128], [0.847, 2.010, 0.804], [-0.551, 2.257, 1.955], [0.818, -0.448, 0.534], [1.405, -1.526, -0.225], [0.910, -1.672, -1.575], [-1.097, 0.061, -1.161], [-1.270, 1.661, -0.517], [-0.295, 1.453, -1.984], [1.576, 0.889, -0.732], [1.023, 2.923, 0.279], [1.765, 1.997, 1.386], [0.135, 2.632, 3.039], [-0.061, -0.754, 0.936], [1.120, -2.447, 0.238], [2.460, -1.290, -0.307], [1.157, -0.903, -2.103], [-2.572, -3.998, -1.934], [-2.632, -4.714, -1.291], [-1.753, -3.530, -1.778]],
  "mulliken_charge": [-1.180, 0.029, -1.003, -0.265, -0.271, -0.479, -0.526, 0.323, 0.411, 0.291, 0.347, 0.447, 0.451, 0.135, 0.289, 0.352, 0.337, 0.317, -0.645, 0.314, 0.326],
  "relative_energy_kj_mol": 73.1,
  "smiles": "C[C@@H](CS)NCO.O",
  "spin_multiplicity": 1,
  "energy_ha": -763.5944
}

---

# 3
{
  "formula": "C25H16Cl2NO9PS2Zr",
  "method": "ωB97M-V with the def2-TZVPD basis set",
  "species": ["Zr", "O", "C", "O", "C", "C", "C", "C", "C", "N", "C", "O", "O", "H", "H", "H", "H", "O", "C", "C", "O", "C", "C", "O", "C", "O", "O", "Cl", "C", "Cl", "H", "H", "S", "P", "S", "C", "C", "C", "C", "C", "C", "C", "C", "C", "C", "C", "C", "H", "H", "H", "H", "H", "H", "H", "H", "H", "H"],
  "positions_angstrom": [[0.316, -0.296, -0.269], [-3.660, -0.269, -2.205], [-2.686, -0.335, -1.323], [-1.623, -0.893, -1.531], [-2.916, 0.346, -0.024], [-4.011, 1.096, 0.339], [-3.957, 1.750, 1.571], [-2.821, 1.650, 2.351], [-1.758, 0.888, 1.879], [-1.833, 0.228, 0.740], [-0.403, 0.799, 2.544], [-0.259, 1.106, 3.701], [0.506, 0.348, 1.724], [-3.337, -0.683, -3.024], [-4.864, 1.186, -0.318], [-4.792, 2.355, 1.895], [-2.713, 2.163, 3.296], [2.892, 5.168, -1.521], [2.400, 4.158, -1.119], [3.141, 2.835, -0.798], [4.331, 2.683, -0.714], [2.058, 1.858, -0.664], [0.821, 2.427, -0.761], [-0.253, 1.664, -0.700], [0.892, 3.886, -0.908], [0.005, 4.699, -0.871], [2.142, 0.549, -0.484], [-0.514, -2.500, 1.505], [1.153, -3.016, 1.973], [2.401, -1.921, 1.400], [1.304, -3.992, 1.528], [1.168, -3.040, 3.056], [0.880, -2.673, -1.503], [1.703, -1.602, -3.025], [0.690, 0.084, -3.228], [3.454, -1.314, -2.704], [4.233, -2.300, -2.105], [5.581, -2.073, -1.881], [6.154, -0.861, -2.245], [5.379, 0.125, -2.837], [4.031, -0.101, -3.067], [1.681, -2.592, -4.544], [2.427, -2.149, -5.635], [2.398, -2.850, -6.828], [1.627, -4.001, -6.940], [0.885, -4.444, -5.857], [0.909, -3.739, -4.661], [3.784, -3.238, -1.801], [6.185, -2.837, -1.409], [7.203, -0.679, -2.052], [5.816, 1.081, -3.092], [3.411, 0.678, -3.494], [3.038, -1.258, -5.554], [2.982, -2.501, -7.670], [1.609, -4.550, -7.873], [0.285, -5.341, -5.940], [0.328, -4.087, -3.815]],
  "mulliken_charge": [-0.156, -0.474, 0.427, -0.362, 0.374, -0.717, -0.380, -0.849, 0.816, 0.108, 0.025, -0.648, -0.546, 0.395, 0.552, 0.451, 0.539, -0.528, 0.361, -0.186, -0.598, 1.349, 0.638, -0.230, -0.060, -0.601, -0.463, -0.019, -0.397, 0.040, 0.393, 0.412, -0.619, 1.602, -0.428, 0.656, -0.522, -0.666, -0.535, -0.692, -0.327, 0.590, -0.471, -0.690, -0.405, -0.671, -0.355, 0.397, 0.404, 0.390, 0.415, 0.443, 0.348, 0.394, 0.381, 0.388, 0.308],
  "relative_energy_kj_mol": 79.3,
  "spin_multiplicity": 1,
  "energy_ha": -3799.6351
}

---

# 4
{
  "formula": "C5H10O",
  "method": "ωB97M-V with the def2-TZVPD basis set",
  "species": ["C", "C", "C", "C", "C", "O", "H", "H", "H", "H", "H", "H", "H", "H", "H", "H"],
  "positions_angstrom": [[1.688, 0.522, 0.568], [0.893, 0.185, -0.697], [-0.563, -0.092, -0.355], [-0.936, -1.525, -0.019], [-1.338, 1.022, 0.196], [-1.551, 0.580, -1.137], [1.544, -0.240, 1.343], [1.360, 1.478, 0.990], [2.760, 0.596, 0.365], [1.334, -0.685, -1.200], [0.931, 1.021, -1.405], [-1.354, -2.005, -0.910], [-0.065, -2.106, 0.301], [-1.691, -1.577, 0.770], [-0.875, 2.006, 0.280], [-2.136, 0.821, 0.910]],
  "mulliken_charge": [-1.011, -0.871, 1.282, -1.328, -0.669, -0.524, 0.304, 0.290, 0.337, 0.329, 0.322, 0.312, 0.351, 0.339, 0.279, 0.260],
  "relative_energy_kj_mol": 114.5,
  "smiles": "CC[C@@]1(C)CO1",
  "spin_multiplicity": 1,
  "energy_ha": -271.7090
}

---

| no. | HOMO (eV) |
| --- | --- |
| 1 | -8.0 |
| 2 | -9.1 |
| 3 | -8.2 |
| 4 | -10.1 |